No. 1
{"formula": "C13H24KNO3", "method": "ωB97M-V/def2-TZVPD", "symbols": ["K", "C", "C", "C", "C", "C", "C", "N", "O", "C", "C", "C", "H", "H", "H", "H", "H", "H", "H", "H", "H", "H", "H", "H", "H", "H", "H", "H", "H", "H", "O", "C", "O", "C", "C", "C", "H", "H", "H", "H", "H", "H"], "xyz": [[-22.039, -8.347, -19.284], [-19.531, -8.331, -21.513], [-20.002, -9.132, -22.798], [-19.041, -10.302, -22.855], [-19.488, -11.412, -23.803], [-20.934, -11.868, -23.445], [-21.978, -10.711, -23.341], [-21.367, -9.643, -22.488], [-22.339, -8.502, -22.291], [-23.179, -11.346, -22.666], [-22.251, -10.404, -24.864], [-19.745, -8.175, -24.079], [-18.544, -7.902, -21.689], [-19.421, -9.000, -20.660], [-20.176, -7.484, -21.278], [-18.863, -10.689, -21.852], [-18.102, -9.872, -23.202], [-18.855, -12.283, -23.633], [-19.475, -11.031, -24.824], [-20.770, -12.492, -22.567], [-21.340, -12.584, -24.159], [-23.831, -11.856, -23.375], [-23.841, -10.535, -22.361], [-22.991, -11.936, -21.769], [-21.378, -10.121, -25.452], [-23.018, -9.638, -24.976], [-22.705, -11.299, -25.289], [-18.737, -7.759, -24.090], [-20.381, -7.293, -24.010], [-19.753, -8.789, -24.979], [-20.867, -8.614, -16.893], [-21.492, -8.539, -15.892], [-21.086, -9.217, -14.819], [-22.022, -8.915, -13.779], [-22.598, -7.587, -14.138], [-22.791, -7.796, -15.607], [-21.452, -8.868, -12.851], [-22.749, -9.727, -13.756], [-22.035, -6.663, -14.002], [-23.581, -7.313, -13.755], [-22.878, -6.903, -16.225], [-23.589, -8.476, -15.908]], "forces_ev_per_angstrom": [[0.1, -0.2, -1.4], [-0.2, 0.1, -1.0], [-0.1, 1.1, 0.7], [0.1, -0.2, -0.6], [-1.2, 0.1, 0.5], [1.1, 0.1, -0.1], [2.5, -0.9, -0.5], [-1.5, 1.4, 0.2], [1.5, -1.5, 0.2], [-1.4, 1.5, 0.0], [-1.1, 0.4, 1.0], [-0.1, -0.9, 1.4], [0.2, -0.1, -0.1], [-0.2, -0.1, 0.1], [-0.3, -0.1, -0.1], [-0.2, -0.2, 0.1], [0.3, -0.2, 0.0], [0.3, 0.1, -0.6], [0.4, -0.3, -0.1], [-0.6, 0.4, 0.7], [0.2, 0.0, -0.4], [0.4, -0.6, -0.1], [0.1, 0.3, 0.3], [0.4, -0.1, -0.2], [0.0, -0.1, 0.3], [0.2, 0.3, 0.1], [0.2, -0.1, -0.1], [0.3, -0.2, 0.5], [-0.5, -0.4, -0.5], [-0.7, 0.4, -0.2], [0.7, 0.2, -2.1], [-0.4, -0.4, 0.2], [-0.4, 0.4, 0.2], [0.9, -0.1, 1.8], [-2.4, 1.2, -0.5], [1.2, 0.0, -1.4], [-0.1, -0.3, 0.0], [-0.2, 0.2, 0.2], [0.8, -0.5, 0.3], [0.0, -0.6, 0.8], [0.1, 0.0, 0.1], [-0.3, -0.1, 0.4]], "nbo_charge": [0.973, -0.610, 0.150, -0.413, -0.399, -0.394, 0.122, -0.262, -0.901, -0.622, -0.635, -0.650, 0.200, 0.180, 0.203, 0.193, 0.199, 0.202, 0.192, 0.189, 0.197, 0.202, 0.236, 0.198, 0.202, 0.223, 0.193, 0.192, 0.234, 0.201, -0.618, 0.796, -0.460, -0.085, -0.446, -0.521, 0.212, 0.194, 0.231, 0.236, 0.235, 0.234], "e_homo_ha": -0.1945, "fmax_ha_per_bohr": 0.0531, "e_lumo_ha": -0.0215, "homo_lumo_gap_ev": 4.71}


No. 2
{"formula": "C22H21N3O2Pb", "method": "ωB97M-V/def2-TZVPD", "symbols": ["C", "C", "C", "C", "C", "Pb", "N", "C", "C", "H", "H", "H", "H", "H", "H", "H", "H", "H", "H", "O", "C", "N", "C", "C", "O", "N", "C", "C", "C", "C", "C", "C", "C", "C", "C", "C", "C", "C", "H", "H", "H", "H", "H", "H", "H", "H", "H", "H", "H"], "xyz": [[-0.608, 0.259, -2.278], [-1.031, -1.046, -1.897], [0.131, -1.812, -1.594], [1.269, -0.978, -1.775], [0.813, 0.305, -2.195], [0.000, 0.000, 0.000], [-0.098, 1.748, 0.607], [-1.494, 1.539, 1.141], [-1.911, 0.073, 0.865], [0.142, -2.846, -1.244], [-2.061, -1.399, -1.844], [2.308, -1.258, -1.593], [1.440, 1.175, -2.397], [-1.261, 1.093, -2.542], [-2.824, -0.003, 0.258], [-1.507, 1.766, 2.226], [0.188, 2.728, 0.593], [-1.991, -0.535, 1.779], [-2.190, 2.235, 0.632], [2.385, -2.429, 0.357], [2.418, -1.613, 1.260], [3.305, -1.705, 2.264], [2.995, -0.707, 3.260], [1.873, 0.030, 2.548], [1.273, 0.997, 2.990], [1.582, -0.554, 1.364], [2.571, -1.502, 4.505], [1.267, -1.470, 5.043], [0.931, -2.281, 6.136], [1.883, -3.131, 6.704], [3.175, -3.176, 6.185], [3.516, -2.373, 5.097], [4.163, 0.257, 3.492], [4.671, 0.538, 4.782], [5.719, 1.445, 4.956], [6.276, 2.092, 3.853], [5.786, 1.833, 2.573], [4.739, 0.925, 2.391], [4.027, -2.437, 2.341], [0.498, -0.842, 4.618], [-0.073, -2.259, 6.537], [1.618, -3.763, 7.543], [3.913, -3.840, 6.619], [4.523, -2.439, 4.702], [4.261, 0.075, 5.669], [6.095, 1.650, 5.950], [7.084, 2.797, 3.993], [6.216, 2.340, 1.719], [4.373, 0.745, 1.388]], "forces_ev_per_angstrom": [[-0.5, -0.4, -1.8], [0.0, -0.9, -2.7], [-0.2, -0.8, -1.7], [0.7, -0.5, -2.2], [0.4, -0.4, -1.8], [2.0, -6.2, 1.1], [-2.3, 8.2, 2.7], [-0.4, 1.7, 0.8], [-2.7, 0.9, 2.0], [0.1, 0.6, 0.0], [0.4, 0.2, 0.1], [-0.6, 0.1, 0.0], [-0.3, -0.3, 0.2], [0.2, -0.3, 0.2], [0.4, -0.1, 0.1], [-0.1, 0.0, -0.4], [0.0, -0.6, 0.1], [-0.1, 0.3, -0.2], [0.0, -0.2, 0.3], [0.1, -0.9, -0.7], [0.1, -1.8, -1.7], [1.3, 0.3, 0.6], [1.2, -0.7, 1.1], [-1.7, 1.4, 0.3], [0.7, -0.3, 0.8], [2.6, -0.4, 2.8], [-0.4, -0.1, 0.8], [0.7, -0.3, 0.1], [0.8, -0.2, -0.2], [-0.1, 0.3, -0.3], [-0.3, 0.4, -0.3], [-0.8, 0.2, 0.1], [0.5, 0.6, 0.6], [0.1, 0.2, -0.7], [-0.1, 0.0, -0.6], [-0.3, -0.2, 0.1], [-0.3, -0.4, 0.4], [0.1, 0.0, 0.6], [-1.0, 0.7, -0.1], [0.1, 0.2, -0.1], [-0.1, 0.0, 0.0], [0.0, 0.0, 0.0], [0.1, 0.0, 0.0], [0.0, 0.1, -0.1], [-0.2, -0.1, -0.1], [0.0, -0.1, 0.0], [0.1, 0.0, 0.0], [0.0, 0.0, -0.1], [-0.1, -0.1, 0.0]], "lowdin_charge": [-0.263, -0.279, -0.244, -0.266, -0.255, 1.218, -0.272, -0.406, -0.300, 0.103, 0.092, 0.094, 0.097, 0.098, 0.027, 0.082, 0.044, 0.029, 0.076, 0.004, -0.611, 0.157, -0.281, -0.459, 0.049, 0.047, -0.131, -0.017, -0.136, -0.229, -0.265, -0.103, -0.108, -0.043, -0.162, -0.139, -0.113, -0.023, 0.159, 0.101, 0.074, 0.041, 0.014, 0.069, 0.092, 0.063, 0.077, 0.083, 0.113], "charge": -2, "e_homo_ha": [0.1060, 0.0520], "fmax_ha_per_bohr": 0.1736, "e_lumo_ha": [0.1681, 0.1703], "homo_lumo_gap_ev": [1.69, 3.22]}


No. 3
{"formula": "C12H28N3O2", "method": "ωB97M-V/def2-TZVPD", "symbols": ["C", "C", "N", "C", "N", "C", "N", "H", "H", "H", "H", "H", "H", "H", "H", "C", "C", "O", "C", "C", "H", "H", "H", "H", "H", "H", "H", "H", "H", "H", "C", "C", "O", "C", "C", "H", "H", "H", "H", "H", "H", "H", "H", "H", "H"], "xyz": [[-0.231, 2.125, 1.142], [-0.222, 0.764, 0.341], [-0.798, -0.444, 0.873], [-0.566, -1.351, -0.148], [0.086, -0.818, -1.231], [0.330, 0.560, -0.976], [0.939, 1.587, -1.772], [-1.099, 2.777, 0.857], [0.753, 2.621, 0.894], [-0.290, 1.831, 2.230], [-1.281, -0.601, 1.764], [-0.897, -2.419, -0.108], [0.355, -1.290, -2.099], [0.153, 2.081, -2.218], [1.453, 1.162, -2.558], [-4.523, 1.920, 3.025], [-4.779, 0.430, 3.028], [-3.903, -0.293, 3.884], [-3.947, 0.048, 5.265], [-5.312, -0.157, 5.898], [-3.490, 2.128, 2.731], [-5.194, 2.422, 2.324], [-4.676, 2.371, 4.006], [-4.614, 0.046, 2.018], [-5.820, 0.206, 3.276], [-3.595, 1.075, 5.412], [-3.224, -0.600, 5.765], [-6.075, 0.473, 5.439], [-5.275, 0.082, 6.962], [-5.633, -1.195, 5.784], [5.637, -2.468, -5.123], [5.261, -1.009, -5.316], [3.922, -0.710, -4.936], [3.584, -0.958, -3.587], [4.417, -0.168, -2.592], [4.961, -3.114, -5.689], [6.659, -2.644, -5.465], [5.579, -2.770, -4.076], [5.343, -0.761, -6.375], [5.959, -0.350, -4.790], [3.634, -2.032, -3.376], [2.531, -0.670, -3.476], [5.476, -0.420, -2.653], [4.083, -0.370, -1.571], [4.325, 0.905, -2.783]], "forces_ev_per_angstrom": [[0.4, -1.6, -0.5], [0.3, 1.4, -0.4], [2.4, 0.4, -5.1], [-0.5, -0.9, 0.5], [-0.7, 1.2, 2.0], [-1.5, -0.2, 3.6], [-1.3, -1.8, -0.5], [0.9, -0.7, 0.3], [-1.2, -0.3, 0.5], [0.1, 0.7, -1.1], [0.2, 0.1, -0.5], [0.5, 1.3, 0.0], [-0.3, -0.1, 0.7], [0.6, 0.1, 0.2], [0.0, 0.3, 0.6], [0.1, 0.3, 0.1], [-0.1, 0.0, 0.1], [0.3, -0.2, -0.3], [-0.1, 0.1, 0.2], [-0.1, 0.0, -0.1], [-0.1, 0.0, 0.0], [0.0, 0.0, 0.0], [-0.1, 0.0, 0.0], [0.1, -0.2, 0.1], [0.0, 0.1, 0.0], [-0.1, 0.0, 0.0], [0.0, 0.0, -0.2], [0.0, 0.1, 0.1], [0.0, 0.0, -0.1], [0.1, 0.0, 0.0], [-0.1, -0.1, 0.1], [0.2, -0.2, 0.0], [-0.4, 0.1, 0.0], [0.4, -0.1, -0.1], [0.0, 0.1, 0.0], [0.1, 0.1, 0.0], [-0.1, 0.0, 0.0], [0.1, 0.0, 0.0], [-0.2, 0.1, 0.1], [0.0, 0.0, 0.1], [0.0, 0.0, 0.1], [0.0, 0.0, -0.2], [-0.1, -0.1, 0.1], [0.0, 0.0, 0.0], [0.0, -0.1, 0.0]], "nbo_charge": [-0.653, 0.139, -0.481, 0.255, -0.491, 0.268, -0.785, 0.249, 0.263, 0.237, 0.482, 0.256, 0.464, 0.396, 0.392, -0.642, -0.065, -0.556, -0.066, -0.646, 0.192, 0.225, 0.216, 0.173, 0.175, 0.161, 0.190, 0.206, 0.227, 0.217, -0.646, -0.068, -0.537, -0.047, -0.651, 0.216, 0.228, 0.198, 0.199, 0.164, 0.167, 0.134, 0.224, 0.208, 0.215], "charge": 1, "e_homo_ha": -0.4452, "fmax_ha_per_bohr": 0.1102, "e_lumo_ha": -0.1178, "homo_lumo_gap_ev": 8.91}